87
Properties=species:S:1:pos:R:3:forces:R:3 method="wB97M-V/def2-TZVPD" lumo_ha=0.0093 energy_ha=-2582.22226 smiles="CC(C)=CCC[C@@H](C)CC[C@@H](O[C@](COC(F)(F)F)(OCCNC[C@@H](C)O)[C@@H](C)OCCP(=O)(O)O)C(=O)NC(=O)F" orbital_gap_ev=6.8788 multiplicity=1
P -6.08998 2.61767 -1.31057 -0.4 0.6 0.2
F -0.68220 5.17268 -0.70203 0.4 0.6 -0.6
F -0.81234 -0.71655 3.65552 0.1 -0.7 0.1
F -1.08866 1.38975 3.79496 0.2 0.7 0.2
F -2.79283 0.13352 3.54171 -0.5 -0.4 0.0
O -7.21009 3.77527 -1.06103 0.0 -1.6 0.5
O -1.37485 0.48859 1.86262 -0.8 -0.9 -0.5
O -1.19639 -1.63439 -1.05251 -1.0 -0.1 0.0
O -5.16178 3.09068 -2.31683 0.6 0.0 -0.5
O -1.33297 2.63216 -3.09971 -1.2 0.9 -2.1
O -6.95814 1.31039 -1.73585 0.2 0.4 0.5
O -0.82506 3.32750 0.41187 -1.9 -1.8 4.0
O -3.37619 1.30506 -0.87944 -0.2 -0.9 0.7
O 2.59533 -4.38858 0.14187 -0.2 0.1 -0.1
O -0.92058 0.56172 -0.60190 0.0 -1.3 -0.4
N 0.22391 3.21340 -1.56040 -0.1 1.3 -0.5
N -1.02136 -3.85199 0.76182 -0.3 0.2 -0.6
C 3.44836 1.63174 -1.25710 0.5 -0.9 -0.2
C 1.89533 1.41881 0.73665 1.3 -0.5 0.5
C -3.83729 1.89795 0.32228 -0.3 1.5 0.2
C 1.73738 -0.33629 -1.12206 1.3 0.2 -0.4
C 1.42785 -3.99332 2.28677 0.2 0.5 -0.4
C -4.38810 -0.84938 -0.15701 0.2 0.5 0.3
C 1.40525 -3.86544 0.72482 -0.4 0.7 0.7
C 5.11831 1.90051 0.74587 1.1 -0.9 -0.5
C 4.79147 2.23098 -0.70784 0.4 2.6 0.7
C -1.64187 -0.75858 1.17732 1.4 -0.9 -0.9
C -0.62290 2.23913 -2.25754 0.3 -1.6 1.4
C -3.20893 -0.09335 -0.84273 -0.9 -1.6 -0.9
C 6.07594 -0.42206 1.33777 0.3 0.6 1.1
C 0.91676 0.24503 -2.29943 -1.2 -1.0 0.2
C -1.51242 0.30913 3.17117 0.2 0.9 0.5
C -2.20251 -3.72991 -0.09858 0.3 -0.5 -0.1
C -5.36359 2.27272 0.34008 0.5 -0.4 0.0
C -1.98135 -2.77809 -1.31249 0.1 -1.6 0.2
C 7.62673 1.64263 0.87731 -0.2 -0.8 -2.5
C -1.77431 -0.55476 -0.36501 0.1 2.3 1.1
C -0.47938 3.86810 -0.53150 1.7 0.1 -2.6
C 0.12767 -4.49099 0.10834 1.2 -0.1 1.1
C 2.70242 0.62195 -0.36005 -1.6 0.7 0.8
C -0.56012 0.71229 -1.96120 1.6 1.8 0.1
C 6.22019 1.06222 0.99456 0.0 0.2 0.5
H 2.56011 1.47321 1.61619 -0.3 0.1 -0.2
H -7.86486 3.45362 -0.41734 0.0 0.3 -0.2
H -4.37216 -1.92495 -0.35971 0.1 0.3 0.1
H -3.06591 -3.45000 0.52274 0.3 0.1 -0.1
H 0.17055 -4.34406 -0.97563 -0.3 -0.1 0.3
H 7.82145 1.84293 -0.20346 0.2 0.1 0.4
H 2.77665 2.46229 -1.50895 0.1 -0.3 0.2
H -0.73617 -1.37409 1.28972 -0.4 0.1 0.0
H 4.69994 3.33640 -0.78991 -0.1 -0.4 -0.4
H -4.37338 -0.69063 0.93169 -0.1 -0.2 -0.3
H 1.41086 1.05105 -2.85867 0.2 -0.2 0.4
H -1.40596 -3.38030 -2.03238 0.0 0.5 0.1
H 0.52889 -4.47841 2.68666 0.4 0.0 0.0
H 5.93009 -0.64637 2.41060 -0.1 -0.2 -0.3
H -1.27529 -4.39355 1.57990 0.0 0.1 -0.1
H -2.95454 -2.61346 -1.79929 0.3 0.4 0.2
H -3.29349 2.84788 0.42910 0.0 -0.4 -0.2
H -3.28025 -0.41566 -1.90107 0.2 0.4 0.2
H 3.67336 1.12027 -2.21291 0.1 0.2 0.3
H -5.35676 -0.47557 -0.51862 0.3 0.0 0.0
H 0.78475 -0.58178 -3.01897 0.1 0.3 0.2
H 0.46703 3.91832 -2.25955 -0.1 -0.3 0.0
H 2.34067 -4.50680 2.61900 -0.4 -0.1 -0.2
H 3.21355 -3.65052 0.07711 0.0 -0.3 0.0
H 1.35730 -2.78050 0.52429 -0.1 -0.4 -0.2
H -2.45822 -1.34912 1.60978 0.0 0.5 0.0
H 5.27174 -0.84546 0.72379 0.0 0.1 0.5
H 2.38323 -1.12604 -1.55815 -0.3 0.3 0.0
H 1.48288 -2.98104 2.71853 -0.2 -0.4 0.0
H 6.99600 -0.93699 1.01292 -0.2 0.3 0.3
H 4.56125 2.28170 1.60684 -1.3 -1.3 -0.6
H 1.12236 -0.85632 -0.37689 -0.1 0.3 -0.4
H 3.37348 -0.02752 0.22442 0.1 0.2 -0.5
H -6.38972 0.60948 -2.08787 -0.1 0.3 -0.1
H -1.25613 0.28507 -2.68876 0.0 0.0 0.4
H 1.71336 2.45627 0.44468 -0.4 -0.4 0.0
H -5.44027 3.21219 0.90984 -0.1 -0.3 -0.1
H 0.16684 -5.56725 0.36071 -0.1 0.2 -0.5
H -3.62522 1.33382 1.23852 0.1 -0.1 -0.4
H 5.62195 1.95434 -1.37136 -0.1 -0.1 0.3
H 7.73102 2.60315 1.38621 -0.1 -0.4 0.1
H 1.00215 0.88369 1.07219 0.0 0.4 -0.3
H -2.41971 -4.73557 -0.52449 -0.3 0.5 -0.1
H 8.39947 0.92107 1.17989 -0.3 0.2 0.1
H -5.88965 1.47726 0.88811 -0.3 0.4 -0.3

---

83
Properties=species:S:1:pos:R:3:forces:R:3 method="wB97M-V/def2-TZVPD" lumo_ha=0.0834 energy_ha=-3511.92257 orbital_gap_ev=6.5244 relative_energy_kj_mol=128.80 multiplicity=1 total_charge=-1
Te 14.48046 9.60338 9.84545 0.1 -0.1 -0.2
K 13.01579 8.97665 12.94030 0.1 -0.3 0.6
Si 15.73345 7.47339 9.64519 0.3 0.5 -0.1
Si 14.63294 5.56071 10.19157 -1.3 -0.7 1.0
Si 17.55265 7.74608 11.08094 -0.2 -1.0 0.7
Si 16.83122 7.01581 7.62818 -1.2 1.1 -0.5
O 11.67889 7.13935 14.38003 0.2 0.0 -0.3
O 8.83691 8.96805 14.80309 -0.4 -0.5 0.0
O 13.58529 7.63524 15.42933 2.1 0.7 -0.2
O 7.67456 7.07192 14.46166 -0.3 1.0 0.0
O 6.57369 8.86163 12.85869 0.8 -0.9 -1.4
O 10.38805 7.63983 16.75208 1.4 -0.9 0.6
N 8.95009 9.19150 11.09205 1.8 0.6 -0.8
C 10.44221 6.86846 10.89272 -1.6 -0.6 1.7
C 16.85860 8.46745 12.69436 -0.5 0.3 0.7
C 11.05245 8.08882 10.69592 -0.1 0.4 -0.1
C 13.19675 5.27310 8.97798 0.6 1.5 1.0
C 6.87917 8.07020 11.59865 -0.3 0.2 1.4
C 9.09477 6.78838 11.29437 0.9 2.4 -1.3
C 10.29383 9.23607 10.78096 -2.2 -0.3 0.9
C 12.43095 7.25702 15.38366 -2.7 -0.9 0.5
C 8.40103 8.01519 11.29468 -1.4 -0.8 0.5
C 11.68840 11.72724 15.92668 1.2 -0.7 -1.4
C 11.35838 11.85600 13.49347 -1.8 -0.3 0.0
C 12.71433 11.91949 13.25969 1.3 0.0 1.7
C 8.62812 7.79625 15.04750 1.6 -0.1 0.4
C 18.44873 6.11552 11.58057 -0.5 -1.5 -2.1
C 17.19943 8.67669 6.68861 0.2 -0.9 0.5
C 11.73864 6.95660 16.77635 -2.2 0.8 -3.0
C 13.61999 11.85887 14.36297 -1.6 -0.4 1.5
C 18.65579 8.98496 10.32796 -1.6 2.3 -1.8
C 15.71344 4.04299 10.24373 -0.6 -1.6 -1.9
C 13.92990 5.67291 11.97707 0.1 1.0 -0.5
C 10.84431 11.73985 14.82159 -0.6 0.4 -0.2
C 13.09352 11.72902 15.69804 -0.7 0.0 -1.9
C 9.37202 6.95359 16.07859 0.6 0.7 -0.2
C 18.34194 6.07101 8.00388 2.6 0.2 -1.7
C 15.91709 5.88472 6.38456 -0.3 0.6 -0.1
H 7.39392 9.34404 13.07605 -0.2 0.2 -0.2
H 19.35172 6.19970 12.15417 0.6 0.3 0.3
H 13.26581 6.56819 12.16339 0.3 -1.4 -0.3
H 18.85650 5.79094 7.02782 -0.7 0.1 0.8
H 9.75493 11.62871 15.06954 1.1 0.1 -0.8
H 7.18389 7.80598 13.97815 -0.4 -0.9 -0.3
H 16.58780 5.90598 5.49931 -0.7 -0.2 0.2
H 13.42659 4.71309 12.17905 0.0 0.5 0.3
H 10.65265 11.80590 12.60778 0.8 0.2 1.3
H 19.54133 9.13551 10.85068 1.9 0.1 1.0
H 16.51745 4.15691 10.90197 1.1 0.1 1.4
H 16.17808 7.72874 13.14753 0.0 0.1 -0.2
H 8.58327 6.69041 16.75880 -0.5 -0.4 0.7
H 13.72326 5.08436 8.06044 -0.2 0.2 -0.8
H 10.68598 10.23824 10.68889 0.3 0.0 -0.2
H 18.27625 8.83598 6.67477 0.2 0.2 0.3
H 8.55762 5.91498 11.54850 -0.1 -1.0 0.2
H 14.70389 11.79048 14.26396 -0.3 0.1 -0.3
H 12.79211 6.32047 9.03938 -0.2 -1.0 -0.8
H 16.67861 9.54287 7.10694 0.1 -0.2 0.0
H 11.00627 5.97588 11.00110 0.7 -0.6 -0.4
H 15.12804 3.11045 10.48621 0.5 0.9 0.0
H 6.41895 7.05961 11.76838 0.7 0.8 -0.1
H 12.11972 8.17486 10.55745 0.1 -0.1 -0.5
H 11.67721 5.88389 16.95847 -0.2 0.1 0.3
H 18.63783 5.29865 10.74126 -0.3 1.9 1.5
H 15.66440 4.85054 6.64628 0.5 0.1 0.2
H 9.77244 6.06512 15.61924 -0.2 -0.4 -0.5
H 18.06622 9.95561 10.51966 0.7 -1.2 -0.5
H 14.78025 5.84145 12.65639 -0.3 -0.4 0.0
H 6.30452 8.57256 10.80890 0.4 -0.1 0.1
H 12.43484 4.52243 9.13917 -0.1 -0.1 0.3
H 13.13111 11.89303 12.27263 0.0 0.2 -0.5
H 18.87730 8.96881 9.22580 -0.3 -0.2 1.0
H 17.71679 5.63783 12.21590 -0.3 -0.3 0.5
H 13.76253 11.48045 16.49817 0.3 0.3 0.3
H 14.93055 6.34119 6.17396 0.5 0.0 -0.3
H 11.24200 11.48600 16.88093 0.3 0.2 0.2
H 16.25865 9.38651 12.54975 0.2 -0.5 -0.4
H 17.50360 8.75218 13.53337 0.5 -0.3 -0.3
H 12.30230 7.50956 17.44467 0.8 0.7 1.8
H 19.16850 6.50400 8.56636 -0.3 0.4 0.2
H 16.95627 8.58549 5.64421 -0.4 -0.1 -0.5
H 18.11606 5.16865 8.49319 -0.5 -1.4 0.6
H 16.22985 3.78803 9.28141 -0.6 0.4 0.4